# 1
C3H4N2O | ωB97M-V/def2-TZVPD

The highest occupied orbital energy comes out at -8.80 eV. The value obtained for the orbital gap is 8.92 eV. The spin multiplicity is 1. The SMILES is N=C=C(N)C=O. The value obtained for the energy relative to the best compared isomer or geometry (same formula, charge and spin) is 3.584 eV. For the LUMO energy, the calculation gives 0.00459 hartree.

The geometry in XYZ format:
```
10
Properties=species:S:1:pos:R:3:forces:R:3:nbo_charge:R:1
N 1.268 -1.980 -0.259 -0.551 0.741 -0.805 -0.628
C 0.693 -0.922 -0.156 -0.104 -0.377 0.008 0.664
C 0.043 0.244 0.007 -0.117 -0.167 0.457 -0.304
N -0.009 1.267 -0.976 -0.239 0.095 0.062 -0.812
C -0.578 0.123 1.295 -0.132 0.110 0.332 0.376
O -0.436 -0.873 1.998 -0.146 0.461 -0.030 -0.589
H 1.836 -1.625 -1.049 1.337 -0.796 -0.112 0.428
H -0.931 1.381 -1.380 0.063 0.002 0.031 0.370
H 0.289 2.155 -0.584 0.004 -0.166 -0.176 0.374
H -1.216 0.973 1.585 -0.115 0.096 0.233 0.119
```
Positions in Å, forces in eV/Å.

---

# 2
C31H35BrNO5 | ωB97M-V/def2-TZVPD

The highest occupied orbital energy comes out at -3.36 eV. As for the net charge: -1. The value obtained for the orbital gap is 4.22 eV. The spin multiplicity is 1. The value obtained for the energy relative to the best compared isomer or geometry (same formula, charge and spin) is 0.174 eV. For the LUMO energy, the calculation gives 0.03156 hartree.

The geometry in XYZ format:
```
73
Properties=species:S:1:pos:R:3:forces:R:3:mulliken_charge:R:1
C 4.895 -0.017 -0.211 0.531 -0.170 -0.075 -1.348
C 3.943 -0.606 0.806 -0.852 0.177 -0.013 0.358
O 2.829 -1.160 0.071 0.831 0.326 0.605 -0.285
C 1.965 -1.913 0.822 -1.137 -0.368 -0.150 0.062
C 1.126 -2.683 -0.055 0.429 1.137 0.335 -0.601
C 0.721 -3.997 0.215 -0.930 -0.605 0.151 1.080
C 0.581 -4.520 1.540 -0.095 -0.155 -0.520 -0.453
C -0.019 -5.755 1.746 -0.097 -0.070 -0.653 -0.563
C -0.460 -6.515 0.648 0.646 0.685 -0.235 0.031
Br -1.406 -8.129 0.934 -0.043 -0.275 0.063 -0.269
C -0.209 -6.086 -0.669 -0.228 0.022 0.513 -0.459
C 0.351 -4.839 -0.882 0.041 0.159 0.539 -0.501
O 1.940 -1.859 2.056 0.528 -0.038 -0.562 -0.754
H 5.462 0.803 0.243 -0.063 -0.070 -0.159 0.373
H 5.618 -0.783 -0.528 -0.181 0.231 -0.081 0.374
H 4.374 0.347 -1.105 0.012 0.009 0.335 0.281
H 4.421 -1.407 1.397 -0.254 0.395 -0.114 0.343
H 3.550 0.169 1.486 0.233 -0.351 -0.091 -0.270
H 1.026 -2.284 -1.057 0.456 -0.354 -0.181 0.232
H 0.906 -3.893 2.367 -0.110 -0.222 -0.099 0.425
H -0.172 -6.134 2.750 -0.010 0.045 -0.046 0.402
H -0.471 -6.722 -1.512 -0.063 0.102 0.181 0.374
H 0.525 -4.451 -1.891 -0.089 -0.289 0.293 0.363
C 2.793 3.320 2.036 0.141 -0.038 -0.229 -1.355
C 1.354 3.102 2.510 -0.128 -0.170 -0.249 2.165
C 1.382 2.295 3.813 0.049 -0.144 -0.007 -1.968
C 0.757 4.474 2.841 -0.183 0.053 -0.180 -1.891
C 0.552 2.392 1.385 -0.055 -0.454 0.357 -0.336
C 0.119 1.104 1.506 0.413 0.782 0.523 -0.467
C -0.664 0.445 0.503 -0.570 -1.739 0.237 0.453
C -1.057 -0.886 0.714 1.399 1.966 0.583 -1.160
C -2.036 -1.574 -0.079 -1.417 -1.160 -1.464 0.222
C -1.891 -1.720 -1.494 0.174 -0.080 0.877 0.108
C -2.868 -2.329 -2.257 -0.838 -0.058 0.098 -0.700
C -4.076 -2.718 -1.640 1.291 0.870 1.117 -0.293
N -5.203 -3.032 -2.451 -2.176 -1.025 -1.652 0.958
O -6.306 -3.242 -1.895 1.922 0.381 -0.899 -0.616
O -5.055 -3.079 -3.694 -0.206 0.107 2.155 -0.607
C -4.235 -2.633 -0.239 -0.208 -0.171 -0.994 -0.591
C -3.217 -2.108 0.527 1.126 0.380 -0.089 -0.555
C -1.042 1.206 -0.653 -0.107 0.848 -0.615 -0.457
C -0.564 2.462 -0.905 -0.473 -0.628 -0.253 -0.919
C -0.866 3.214 -2.229 0.018 -0.038 0.299 2.250
C -1.443 4.609 -1.964 0.001 0.107 0.206 -1.794
C -1.865 2.479 -3.124 -0.027 -0.093 -0.054 -2.096
C 0.433 3.390 -3.024 0.215 -0.074 0.105 -1.703
C 0.329 3.087 0.094 0.970 0.974 -0.247 1.825
O 0.919 4.163 -0.164 -0.779 -1.024 0.365 -0.812
H 2.781 3.982 1.165 0.165 -0.137 0.168 0.360
H 3.384 3.778 2.839 -0.032 -0.063 -0.115 0.500
H 3.251 2.366 1.752 0.006 0.176 0.073 -0.062
H 0.369 2.143 4.208 0.169 -0.075 -0.073 0.399
H 1.875 1.323 3.686 -0.153 0.122 0.033 0.328
H 1.953 2.853 4.570 -0.134 -0.092 -0.216 0.435
H -0.278 4.367 3.181 0.057 0.081 0.007 0.379
H 1.345 4.940 3.642 -0.113 -0.039 -0.105 0.461
H 0.782 5.115 1.958 -0.063 -0.007 0.167 0.339
H 0.322 0.548 2.423 0.015 0.041 -0.316 0.352
H -0.689 -1.364 1.627 -0.270 0.103 -0.188 0.378
H -0.972 -1.373 -1.973 -0.301 -0.169 0.263 0.499
H -2.757 -2.470 -3.334 -0.039 0.154 0.394 0.468
H -5.177 -2.965 0.193 0.305 0.117 -0.054 0.489
H -3.317 -2.059 1.615 0.018 0.018 -0.399 0.460
H -1.746 0.752 -1.352 0.294 0.119 0.153 0.827
H -0.729 5.211 -1.397 -0.185 -0.034 -0.079 0.330
H -1.645 5.099 -2.926 0.003 -0.029 0.178 0.469
H -2.381 4.537 -1.405 0.053 0.067 -0.045 0.364
H -1.495 1.491 -3.425 -0.123 0.080 0.081 0.358
H -2.845 2.378 -2.644 0.136 -0.106 -0.047 0.402
H -2.008 3.066 -4.044 0.034 -0.139 0.234 0.450
H 0.883 2.412 -3.227 0.024 0.142 -0.043 0.324
H 0.214 3.887 -3.977 0.072 -0.079 0.122 0.472
H 1.133 3.998 -2.445 -0.040 -0.149 -0.217 0.359
```
Positions in Å, forces in eV/Å.

---

# 3
C5H9N | ωB97M-V/def2-TZVPD

The highest occupied orbital energy comes out at -9.31 eV. The value obtained for the orbital gap is 10.51 eV. The spin multiplicity is 1. The SMILES is C=C/C=C/CN. The value obtained for the energy relative to the best compared isomer or geometry (same formula, charge and spin) is 1.582 eV. For the LUMO energy, the calculation gives 0.04403 hartree.

The geometry in XYZ format:
```
15
Properties=species:S:1:pos:R:3:forces:R:3:nbo_charge:R:1
C -2.197 0.151 2.000 -0.092 -0.789 -0.135 -0.375
C -1.845 -0.397 0.836 -0.343 0.437 0.899 -0.214
C -0.456 -0.665 0.408 -0.273 0.602 -1.173 -0.247
C 0.110 0.023 -0.584 0.033 -1.025 0.324 -0.152
C 1.468 -0.249 -1.166 -0.542 1.302 -0.227 -0.257
N 2.135 1.058 -1.351 0.093 -0.329 0.237 -0.830
H -3.256 0.219 2.215 0.039 0.320 0.116 0.194
H -1.505 0.380 2.801 0.103 0.149 -0.132 0.193
H -2.693 -0.620 0.193 0.343 -0.184 -0.373 0.204
H 0.060 -1.519 0.784 0.363 -0.425 0.675 0.203
H -0.476 0.756 -1.100 -0.106 0.629 -0.140 0.201
H 2.014 -0.972 -0.560 0.075 -0.167 -0.118 0.174
H 1.298 -0.585 -2.189 0.170 -0.575 0.039 0.199
H 2.326 1.485 -0.452 0.067 0.002 -0.031 0.352
H 3.016 0.936 -1.834 0.071 0.053 0.039 0.355
```
Positions in Å, forces in eV/Å.

---

# 4
C25H39AgGeNOSi | ωB97M-V/def2-TZVPD

The highest occupied orbital energy (alpha / beta) comes out at -3.42 / -3.52 eV. As for the net charge: -1. The value obtained for the orbital gap (alpha / beta) is 6.36 / 6.26 eV. The spin multiplicity is 1. For the LUMO energy (alpha / beta), the calculation gives 0.10817 / 0.10072 hartree.

The geometry in XYZ format:
```
69
Properties=species:S:1:pos:R:3:forces:R:3:nbo_charge:R:1
Ag 1.369 -0.393 -0.228 -0.026 0.066 -0.260 0.805
C -4.109 -2.819 1.920 0.083 -0.011 0.014 -0.235
C -3.066 -3.080 2.800 0.020 0.022 -0.085 -0.239
C -1.748 -3.039 2.356 -0.136 0.035 -0.064 -0.156
C -1.438 -2.734 1.028 -0.046 -0.041 0.055 -0.447
C -2.506 -2.496 0.157 -0.036 -0.029 0.065 -0.214
C -3.824 -2.532 0.589 0.061 -0.013 0.024 -0.211
Si 0.337 -2.553 0.376 -0.097 -0.045 -0.034 0.601
C 1.397 -3.680 1.483 0.113 0.013 0.071 -0.460
C 2.600 -3.227 2.031 -0.069 -0.168 0.061 -0.140
C 3.394 -4.052 2.824 -0.100 -0.006 -0.059 -0.245
C 2.994 -5.356 3.086 -0.032 0.056 -0.049 -0.225
C 1.799 -5.828 2.552 0.012 0.054 -0.019 -0.230
C 1.015 -4.997 1.761 0.069 -0.025 0.059 -0.195
H -5.135 -2.844 2.266 -0.003 0.002 0.002 0.200
H -3.278 -3.309 3.838 -0.001 0.000 -0.006 0.200
H -0.949 -3.241 3.061 0.012 -0.001 0.010 0.204
H -2.296 -2.271 -0.884 0.003 0.005 -0.007 0.206
H -4.629 -2.331 -0.108 0.010 -0.002 0.004 0.201
H 0.225 -3.349 -0.893 -0.015 -0.075 -0.058 -0.196
H 2.911 -2.206 1.842 0.011 0.052 0.000 0.208
H 4.321 -3.675 3.240 -0.004 0.000 -0.003 0.202
H 3.607 -6.001 3.705 -0.011 0.006 -0.007 0.199
H 1.479 -6.844 2.753 0.006 0.014 -0.002 0.200
H 0.083 -5.377 1.354 0.024 0.011 0.009 0.208
O 3.068 -1.662 -2.626 0.045 -0.153 -0.383 -0.494
C 2.452 -1.292 -1.754 0.115 0.121 0.444 0.449
C -2.985 0.528 -2.598 0.038 0.015 -0.050 -0.599
C -1.669 1.280 -2.758 -0.002 0.005 0.038 -0.400
C -0.603 0.467 -3.482 0.067 0.032 -0.026 -0.400
C 0.720 1.224 -3.645 -0.115 -0.130 0.004 -0.814
Ge 1.616 1.614 -1.902 0.008 -0.003 0.166 0.639
C 0.979 3.269 -1.037 0.031 0.102 0.043 -0.821
C 1.476 4.595 -1.614 0.048 -0.065 -0.001 -0.397
C 0.883 4.942 -2.974 -0.006 0.011 -0.008 -0.394
C 1.287 6.329 -3.465 0.013 -0.046 0.042 -0.599
H -3.738 1.136 -2.093 0.000 -0.002 -0.001 0.202
H -2.838 -0.374 -2.003 -0.009 -0.013 0.009 0.204
H -3.388 0.227 -3.570 0.005 0.008 0.028 0.188
H -1.290 1.559 -1.769 -0.037 -0.030 -0.021 0.216
H -1.839 2.215 -3.304 0.020 0.020 0.017 0.183
H -0.993 0.160 -4.461 -0.008 -0.001 0.001 0.181
H -0.432 -0.456 -2.914 0.028 0.005 -0.009 0.197
H 0.556 2.145 -4.212 -0.016 0.015 0.001 0.202
H 1.428 0.623 -4.225 -0.032 0.006 0.014 0.213
H 3.092 1.967 -2.309 -0.014 -0.020 -0.046 -0.198
H 1.297 3.134 0.003 -0.045 0.030 -0.071 0.263
H -0.115 3.247 -1.007 0.037 0.038 0.007 0.211
H 2.569 4.570 -1.710 -0.020 0.006 0.037 0.191
H 1.251 5.415 -0.917 -0.024 -0.009 0.000 0.181
H -0.209 4.873 -2.916 0.010 0.002 -0.009 0.188
H 1.197 4.190 -3.703 -0.001 0.001 -0.012 0.197
H 0.942 7.101 -2.773 0.011 -0.002 -0.012 0.194
H 0.871 6.550 -4.450 -0.001 0.000 0.004 0.197
H 2.375 6.412 -3.535 -0.022 0.004 0.000 0.196
C 0.397 -0.337 3.195 0.005 -0.041 0.097 -0.613
C 0.059 0.824 2.256 -0.032 0.199 0.083 0.027
C 0.331 2.131 3.027 -0.055 0.124 0.135 -0.588
C -1.440 0.800 1.900 0.101 -0.032 -0.026 -0.607
N 0.904 0.998 1.115 -0.088 0.008 -0.085 -0.824
H -0.258 -0.354 4.076 0.053 -0.016 -0.049 0.188
H 1.436 -0.256 3.524 -0.016 0.002 -0.012 0.202
H 0.285 -1.287 2.678 0.007 -0.085 -0.021 0.200
H -0.241 2.140 3.960 0.025 0.037 0.008 0.187
H 0.041 2.989 2.416 0.013 -0.029 0.035 0.209
H 1.395 2.214 3.261 -0.030 0.006 0.005 0.205
H -2.078 0.824 2.795 0.101 -0.010 -0.082 0.184
H -1.670 -0.103 1.336 -0.045 -0.034 -0.025 0.214
H -1.669 1.663 1.271 -0.009 0.001 0.009 0.203
```
Positions in Å, forces in eV/Å.